1.
The following is a DFT calculation (the ωB97M-V functional and the def2-TZVPD basis) of C11H9Cl4N2O3OsS as an isolated structure.

```
31
Properties=species:S:1:pos:R:3:lowdin_charge:R:1
Os -0.151 -0.091 1.055 1.2921
Cl 3.013 5.647 -0.768 0.7424
C 2.629 4.010 -0.474 -0.6769
C 3.570 2.999 -0.835 -0.6838
Cl 5.056 3.447 -1.549 0.7342
C 3.293 1.668 -0.613 -0.6152
Cl 4.371 0.403 -1.014 0.7643
C 2.060 1.347 -0.026 -0.3417
O 1.647 0.148 0.295 -0.2055
C 1.131 2.337 0.315 -0.3501
O 0.034 1.864 0.852 -0.2620
C 1.416 3.691 0.104 -0.6178
Cl 0.257 4.863 0.554 0.7687
S -2.078 0.088 1.733 0.3471
C -1.448 -2.602 0.047 -0.3228
N -2.220 -2.615 -1.019 0.1304
C -3.497 -3.295 -0.749 -0.0692
C -3.284 -3.841 0.683 -0.0672
N -1.972 -3.284 1.036 0.1203
H -2.028 -2.075 -1.847 0.1724
H -3.669 -4.086 -1.475 0.1285
H -4.318 -2.582 -0.801 0.1288
H -3.249 -4.928 0.711 0.1303
H -4.046 -3.494 1.377 0.1289
H -1.496 -3.387 1.920 0.1730
C 0.822 -2.281 -0.994 -0.0125
C -0.103 -1.961 0.155 -0.5802
O 0.352 -1.946 1.419 -0.2346
H 0.848 -3.362 -1.153 0.1054
H 1.823 -1.931 -0.766 0.0781
H 0.488 -1.803 -1.916 0.0949
```

DFT total energy ... -3089.181212 Eh
Net charge ... +1
HOMO (alpha / beta) ... -11.237 / -11.235 eV
Frontier orbital gap (alpha / beta) ... 0.202 / 0.201 Ha

***

2.
The following is a DFT calculation (the ωB97M-V functional and the def2-TZVPD basis) of a 2-piece molecular cluster, C11H8BrFI2NO2 overall.

```
26
Properties=species:S:1:pos:R:3:lowdin_charge:R:1
O -0.102 -0.698 3.370 -0.0413
C -0.013 -0.805 2.030 -0.2395
C 1.132 -0.149 1.058 -0.0344
C 2.185 1.091 1.253 0.0159
C 3.152 1.436 -0.068 -0.0290
C 2.956 0.522 -1.454 -0.5463
Br 4.069 0.942 -3.091 0.5321
C 1.885 -0.728 -1.586 -0.5806
I 1.626 -1.994 -3.367 0.7107
C 0.944 -1.066 -0.288 -0.0789
C -0.236 -2.172 -0.022 -0.2468
O -0.552 -3.318 -0.629 -0.0399
N -0.968 -1.625 1.191 -0.0530
C -2.242 -0.967 0.710 -0.1731
C -2.092 0.620 0.309 -0.2907
C -3.426 1.284 -0.380 -0.6170
I -3.413 0.973 -2.586 0.6130
H 2.228 1.676 2.267 0.0919
H 3.936 2.304 0.022 0.1007
H -3.156 -1.175 1.449 0.1371
H -2.546 -1.530 -0.298 0.1343
H -1.236 0.668 -0.521 0.0946
H -1.703 1.296 1.196 0.1238
H -4.381 0.822 0.135 0.0665
H -3.363 2.468 -0.251 0.0640
F 5.319 0.126 -0.450 -0.7145
```

DFT total energy ... -3898.096553 Eh
Net charge ... -1
HOMO ... -4.599 eV
Frontier orbital gap ... 0.219 Ha

***

3.
The following is a DFT calculation (the ωB97M-V functional and the def2-TZVPD basis) of a 20-piece molecular cluster, H41O20 overall.

```
61
Properties=species:S:1:pos:R:3:lowdin_charge:R:1
O -0.897 -1.990 3.366 -0.1681
H -1.323 -1.331 -1.324 0.0133
O 3.528 0.423 3.363 -0.0234
H 3.435 -0.456 3.013 0.0026
H -3.070 3.316 -1.650 -0.0906
O 3.827 1.000 -1.971 -0.0062
H 3.172 1.573 -2.366 0.0425
H 3.679 0.889 -1.115 -0.0626
O 2.893 -0.944 -3.266 -0.1360
H 2.870 -1.030 -2.306 -0.0310
H 2.258 -2.637 3.044 0.1382
O 0.626 5.182 -0.847 -0.0628
H -5.672 -1.335 -0.462 -0.0384
H 3.778 -1.412 -3.638 0.1309
O -4.941 -1.838 -0.447 -0.0283
H -0.482 -4.506 2.505 0.0214
H 0.530 5.552 -1.753 0.0546
O 5.031 -0.156 0.235 -0.0317
H -2.352 -2.308 -0.821 -0.0179
H 0.268 -3.632 1.506 0.0623
O -1.833 1.364 -0.025 -0.0772
H -1.158 1.936 0.116 -0.0232
H -2.516 1.359 -1.228 0.0731
O 1.744 -2.346 -0.468 -0.1373
H 1.914 -3.017 -1.187 0.0723
H 0.992 4.332 -0.870 -0.0359
O -2.790 0.814 -2.167 -0.0039
H -3.189 -0.021 -1.657 0.1292
H -1.894 0.439 -2.635 0.0787
O -0.197 1.097 2.433 0.0191
H 0.045 0.913 3.256 -0.0343
H 5.756 -0.437 0.712 -0.0065
O -0.796 0.261 -3.677 0.0060
H -1.001 0.622 -4.541 0.0868
H -0.886 -0.666 -3.816 0.0536
O -2.504 -3.525 0.247 -0.0835
H -1.858 -3.072 0.751 -0.0158
H -1.991 -4.409 0.041 0.1246
O -0.110 -0.686 0.105 -0.1865
H 4.363 0.773 3.204 -0.0063
H -0.951 -0.396 0.643 0.0767
O -2.254 -1.411 -1.150 -0.0914
H -0.090 2.004 2.371 -0.0162
H -0.931 -1.483 4.256 0.0740
O 1.462 -2.450 2.371 -0.1056
H 1.513 1.302 -2.010 -0.0663
H 1.857 -2.725 1.567 -0.0293
O 0.867 1.681 -1.502 -0.0440
H 0.341 0.915 -1.119 0.0225
H 0.620 -0.557 0.809 0.0743
O -0.520 -4.309 1.586 -0.0964
H -1.945 -2.028 3.187 0.1135
H 5.464 -0.032 -0.641 0.0620
O -2.999 4.179 -1.640 0.0455
H -4.632 -2.095 -1.348 0.0583
H -3.620 4.807 -1.543 -0.0164
O -0.821 4.370 3.879 -0.1124
H -0.876 4.474 2.951 -0.0233
H -0.873 3.330 3.985 0.0747
H -2.464 1.758 0.708 0.1023
H 1.603 -1.427 -1.020 0.0954
```

DFT total energy ... -1529.036655 Eh
Net charge ... 0
HOMO (alpha / beta) ... -2.877 / -10.802 eV
Frontier orbital gap (alpha / beta) ... 0.098 / 0.384 Ha
2S+1 ... 2
<S²> ... 0.75

***

4.
The following is a DFT calculation (the ωB97M-V functional and the def2-TZVPD basis) of a 13-piece molecular cluster, C19H59N24O15S overall.

```
118
Properties=species:S:1:pos:R:3:lowdin_charge:R:1
C -3.320 1.455 1.479 -0.0425
C -2.670 0.572 0.390 -0.1127
N -1.199 0.408 0.428 -0.0211
C -0.293 1.164 1.069 -0.0533
C 1.004 0.818 0.704 0.0060
N 0.864 -0.283 -0.105 -0.0438
C -0.482 -0.517 -0.221 0.0025
C 1.951 -1.079 -0.596 0.0002
H -3.482 0.941 2.428 0.0512
H -4.271 1.800 1.080 0.0877
H -2.742 2.302 1.853 0.0552
H -2.704 1.028 -0.601 0.1066
H -2.999 -0.465 0.340 0.0985
H -0.654 1.943 1.718 0.1065
H 1.958 1.216 1.017 0.1078
H -0.876 -1.302 -0.849 0.1550
H 1.943 -2.121 -0.277 0.0762
H 2.870 -0.733 -0.117 0.0827
H 2.129 -0.895 -1.655 0.0774
C -4.339 -3.029 -0.786 -0.6618
O -3.270 -2.939 -0.183 -0.0130
N -4.689 -2.158 -1.769 0.1733
N -5.330 -3.892 -0.530 0.1651
H -4.013 -1.422 -1.923 0.0556
H -5.664 -2.086 -1.989 0.1060
H -6.131 -4.041 -1.115 0.1073
H -5.352 -4.424 0.324 0.1155
C 0.033 -4.244 -0.115 -0.6528
O 1.280 -4.242 -0.191 -0.0450
N -0.650 -4.381 -1.279 0.1701
N -0.698 -3.878 0.931 0.2008
H -0.210 -4.282 -2.174 0.1016
H -1.645 -4.507 -1.178 0.0851
H -0.277 -3.389 1.698 0.0653
H -1.682 -3.835 0.704 0.0685
C -3.511 3.774 -1.206 -0.6860
O -4.397 3.584 -2.073 -0.0289
N -2.219 3.653 -1.564 0.1784
N -3.731 4.431 -0.078 0.1805
H -1.558 3.898 -0.837 0.0456
H -2.011 3.121 -2.391 0.0741
H -4.638 4.667 0.282 0.1209
H -2.935 4.633 0.510 0.0768
C -2.862 0.707 -4.038 -0.6377
O -3.288 0.061 -3.095 0.0187
N -2.403 0.163 -5.198 0.1420
N -2.955 2.085 -4.115 0.1602
H -2.437 0.721 -6.031 0.1047
H -2.533 -0.835 -5.242 0.1125
H -3.616 2.609 -3.545 0.0701
H -2.712 2.299 -5.066 0.0913
C 0.031 4.582 1.642 -0.6701
O -0.585 4.219 0.627 -0.0140
N 1.337 4.272 1.740 0.1814
N -0.450 5.232 2.705 0.1802
H 1.567 3.635 0.992 0.0679
H 1.945 5.005 2.062 0.1168
H -1.443 5.398 2.716 0.1038
H 0.185 5.497 3.435 0.1103
C 1.716 -0.779 -4.339 -0.6645
O 2.707 -0.102 -4.066 0.0085
N 1.686 -2.130 -4.059 0.1597
N 0.701 -0.386 -5.116 0.1649
H 1.038 -2.755 -4.502 0.0969
H 2.588 -2.480 -3.748 0.0436
H 0.610 0.612 -5.220 0.1101
H -0.134 -0.941 -5.045 0.0716
C -4.683 3.822 4.601 -0.7077
O -5.861 3.659 4.275 0.0231
N -4.167 5.041 4.837 0.1586
N -3.885 2.768 4.835 0.1536
H -4.668 5.880 4.610 0.1144
H -3.304 5.079 5.352 0.0937
H -4.309 1.861 4.749 0.1148
H -2.939 2.958 5.116 0.0827
C 4.286 -4.490 -2.322 -0.6587
O 3.730 -3.522 -2.838 -0.0346
N 5.206 -5.236 -2.995 0.1878
N 4.001 -4.902 -1.073 0.1874
H 5.120 -5.308 -3.993 0.1181
H 5.564 -5.989 -2.434 0.1002
H 3.071 -4.581 -0.818 0.0704
H 4.452 -5.730 -0.731 0.1131
C 3.256 -0.892 2.677 -0.6947
O 3.535 0.299 2.678 0.0370
N 4.074 -1.864 2.211 0.1565
N 2.054 -1.425 2.980 0.1766
H 3.882 -2.843 2.318 0.1041
H 5.025 -1.604 2.004 0.1083
H 1.273 -0.801 3.089 0.0642
H 1.868 -2.393 2.798 0.0902
C 5.635 -1.176 -1.812 -0.6963
O 6.528 -0.401 -1.455 -0.0021
N 5.099 -1.125 -3.026 0.1612
N 5.115 -2.112 -0.981 0.1768
H 5.365 -0.375 -3.639 0.1090
H 4.223 -1.553 -3.292 0.0546
H 4.646 -2.826 -1.518 0.0222
H 5.294 -2.127 0.003 0.0786
C 4.189 2.577 -1.060 -0.6454
O 3.353 2.929 -0.222 -0.0005
N 3.952 1.596 -1.979 0.1558
N 5.418 3.085 -1.282 0.1731
H 4.637 1.050 -2.471 0.0497
H 3.033 1.547 -2.391 0.0818
H 6.009 2.658 -1.966 0.1041
H 5.692 3.784 -0.608 0.1129
C -1.435 -0.329 5.784 -0.1421
C -1.015 0.623 4.622 -0.1595
O -0.697 -0.231 3.552 -0.2405
S -1.588 -1.587 3.589 0.6810
O -0.707 -2.735 3.670 -0.2308
O -2.707 -1.569 2.691 -0.2057
O -2.235 -1.204 5.024 -0.1840
H -1.974 0.132 6.610 0.1386
H -0.583 -0.783 6.296 0.1362
H -0.065 1.108 4.840 0.1472
H -1.845 1.304 4.449 0.0926
```

DFT total energy ... -3600.507635 Eh
Net charge ... +1
HOMO ... -10.826 eV
Frontier orbital gap ... 0.323 Ha

***

5.
The following is a DFT calculation (the ωB97M-V functional and the def2-TZVPD basis) of C5H9NO in the gas phase.

```
16
Properties=species:S:1:pos:R:3:lowdin_charge:R:1
C 1.862 -0.775 -0.270 -0.0192
C 1.462 0.661 -0.082 -0.4899
N 2.339 1.572 -0.080 0.1463
O 0.137 0.995 0.016 -0.0139
C -0.790 0.095 0.572 -0.3352
C -1.566 -0.818 -0.330 -0.0892
C -2.208 0.418 0.253 -0.0882
H 1.534 -1.410 0.558 0.0819
H 1.442 -1.181 -1.197 0.0872
H 2.952 -0.792 -0.331 0.0819
H 1.867 2.469 0.039 0.0609
H -0.544 -0.226 1.582 0.1522
H -1.304 -0.792 -1.384 0.1076
H -1.880 -1.792 0.039 0.1031
H -2.349 1.259 -0.419 0.1103
H -2.955 0.316 1.037 0.1042
```

DFT total energy ... -325.865285 Eh
SMILES ... [H]/N=C(/C)OC1CC1
Net charge ... 0
HOMO ... -9.817 eV
Frontier orbital gap ... 0.398 Ha

***

6.
The following is a DFT calculation (the ωB97M-V functional and the def2-TZVPD basis) of a 12-piece molecular cluster, C40H110N6O20 overall.

```
176
Properties=species:S:1:pos:R:3:lowdin_charge:R:1
C 1.689 -23.335 -0.242 -0.0853
C 0.265 -23.016 0.131 -0.3885
C -0.023 -23.109 1.650 -0.1817
O -0.302 -24.421 2.129 -0.1670
C -0.435 -24.439 3.528 -0.1258
N 0.180 -21.643 -0.360 0.0395
H 2.535 -22.701 0.024 0.0832
H 1.822 -23.568 -1.298 0.0700
H 2.012 -24.258 0.241 0.0768
H -0.349 -23.710 -0.443 0.1186
H -0.826 -22.412 1.889 0.1181
H 0.848 -22.722 2.179 0.1297
H 0.459 -24.671 4.107 0.0854
H -1.080 -25.279 3.788 0.0848
H -0.904 -23.537 3.923 0.0864
H -0.767 -21.324 -0.211 0.0764
H 0.448 -21.523 -1.326 0.0760
C -2.700 -19.799 -7.962 -0.0491
C -3.959 -18.922 -8.028 -0.4604
C -4.734 -19.149 -9.376 -0.1253
O -4.153 -18.789 -10.711 -0.2098
C -3.499 -17.523 -10.802 -0.1215
N -4.763 -19.295 -6.945 0.0288
H -1.860 -19.172 -8.260 0.0755
H -2.786 -20.748 -8.490 0.0843
H -2.480 -20.020 -6.918 0.0454
H -3.719 -17.866 -7.912 0.1302
H -5.623 -18.520 -9.433 0.1134
H -5.101 -20.175 -9.411 0.1168
H -4.195 -16.693 -10.678 0.0802
H -3.226 -17.560 -11.857 0.0872
H -2.642 -17.337 -10.154 0.0767
H -4.221 -19.331 -6.093 0.0523
H -5.230 -20.170 -7.135 0.0786
C -9.670 -25.738 -3.560 -0.0534
C -8.824 -26.703 -2.625 -0.3867
C -7.487 -27.110 -3.289 -0.2232
O -6.930 -28.209 -2.673 -0.1861
C -5.810 -28.910 -3.265 -0.0639
N -8.723 -25.970 -1.392 0.0399
H -9.082 -24.874 -3.869 0.0686
H -10.666 -25.519 -3.177 0.0720
H -9.924 -26.167 -4.530 0.0657
H -9.391 -27.629 -2.526 0.1347
H -6.652 -26.413 -3.357 0.1073
H -7.672 -27.269 -4.351 0.1225
H -5.028 -28.154 -3.339 0.0693
H -5.893 -29.411 -4.229 0.0821
H -5.397 -29.732 -2.679 0.0870
H -8.395 -26.655 -0.726 0.0746
H -9.600 -25.718 -0.959 0.0801
C -1.206 -24.663 -3.564 -0.0470
C -0.924 -25.851 -2.578 -0.3695
C -1.776 -27.122 -2.956 -0.1608
O -1.808 -28.110 -1.896 -0.2002
C -0.532 -28.756 -1.554 -0.0698
N 0.494 -26.143 -2.808 0.0340
H -0.839 -24.900 -4.563 0.0675
H -0.591 -23.822 -3.245 0.0693
H -2.275 -24.449 -3.546 0.0531
H -1.205 -25.430 -1.612 0.1195
H -1.306 -27.618 -3.804 0.1072
H -2.787 -26.822 -3.231 0.1070
H -0.198 -29.254 -2.465 0.0861
H -0.711 -29.500 -0.778 0.0880
H 0.253 -28.109 -1.163 0.0643
H 0.722 -26.717 -2.009 0.0317
H 0.705 -26.788 -3.557 0.0723
C -5.371 -25.628 0.189 -0.2177
C -4.931 -24.634 -0.863 -0.2211
O -3.534 -24.272 -0.708 -0.0695
O -4.863 -26.933 -0.121 -0.0651
H -6.448 -25.694 0.347 0.1009
H -5.010 -25.397 1.191 0.1150
H -5.557 -23.747 -0.774 0.0919
H -4.996 -25.032 -1.876 0.1137
H -3.534 -23.695 0.059 0.0830
H -4.055 -26.884 -0.636 0.0624
C 0.978 -18.201 0.070 -0.2554
C 0.959 -16.728 0.443 -0.2306
O 1.883 -16.391 1.499 -0.0587
O 0.030 -18.976 0.788 -0.0919
H 1.961 -18.621 0.285 0.1210
H 0.889 -18.374 -1.002 0.1001
H -0.021 -16.276 0.594 0.1228
H 1.290 -16.332 -0.517 0.1069
H 1.272 -16.149 2.199 0.0757
H 0.153 -19.888 0.512 0.0062
C 0.756 -29.500 -10.474 -0.1573
C -0.271 -28.318 -10.163 -0.2399
O -0.469 -27.915 -8.837 -0.0625
O 2.013 -29.011 -9.892 -0.0772
H 0.918 -29.776 -11.516 0.1173
H 0.352 -30.418 -10.046 0.1057
H -1.230 -28.641 -10.568 0.1107
H -0.007 -27.436 -10.746 0.1078
H 0.166 -28.318 -8.240 0.0847
H 1.828 -28.796 -8.975 0.0549
C 0.414 -22.732 -9.046 -0.2185
C -0.312 -23.992 -8.725 -0.3253
O -0.227 -24.926 -9.702 -0.0205
O 1.780 -22.780 -8.581 -0.0651
H 0.060 -21.752 -8.727 0.1074
H 0.270 -22.554 -10.112 0.1226
H -1.343 -23.736 -8.478 0.1061
H 0.002 -24.323 -7.735 0.1076
H -0.255 -25.774 -9.254 0.0524
H 2.435 -22.644 -9.269 0.0808
C -7.963 -20.608 -1.652 -0.2175
C -7.928 -22.069 -1.237 -0.2670
O -7.334 -22.871 -2.203 -0.1063
O -8.458 -20.821 -2.943 -0.0605
H -6.966 -20.172 -1.591 0.1131
H -8.666 -20.044 -1.039 0.1256
H -8.879 -22.547 -1.001 0.1258
H -7.372 -22.248 -0.317 0.1091
H -7.470 -23.788 -1.954 0.0665
H -7.934 -21.600 -3.142 0.0340
C -4.354 -25.085 -12.012 -0.2439
C -3.710 -26.183 -11.184 -0.1802
O -4.301 -27.551 -11.483 -0.0924
O -5.649 -24.632 -11.595 -0.0694
H -4.464 -25.417 -13.045 0.1150
H -3.706 -24.210 -11.981 0.1201
H -3.777 -26.018 -10.109 0.1082
H -2.677 -26.107 -11.523 0.1050
H -4.149 -27.604 -12.430 0.0605
H -6.069 -25.315 -11.066 0.0773
C -2.563 -26.061 -6.744 -0.0703
O -3.762 -25.643 -6.011 -0.2097
C -4.364 -24.416 -6.380 -0.1974
C -4.973 -23.725 -5.133 -0.1674
N -3.932 -22.860 -4.550 -0.0261
C -4.507 -21.927 -3.493 -0.1570
C -3.643 -20.730 -3.274 -0.2306
O -2.276 -20.927 -2.968 -0.2212
C -1.524 -19.713 -2.896 -0.0852
H -2.200 -26.906 -6.159 0.0765
H -1.690 -25.412 -6.670 0.0530
H -2.745 -26.312 -7.789 0.0750
H -4.979 -24.605 -7.260 0.1134
H -3.528 -23.871 -6.817 0.1003
H -5.305 -24.405 -4.349 0.0922
H -5.896 -23.173 -5.308 0.1130
H -3.105 -23.322 -4.201 0.0479
H -4.522 -22.467 -2.546 0.0944
H -5.509 -21.556 -3.706 0.1123
H -3.982 -20.289 -2.336 0.1205
H -3.716 -19.962 -4.044 0.1050
H -1.573 -19.340 -3.920 0.0895
H -0.535 -19.888 -2.473 0.0668
H -1.980 -18.945 -2.272 0.0900
C 7.595 -19.282 -5.609 -0.0772
O 6.266 -19.281 -6.165 -0.2249
C 5.516 -20.446 -6.044 -0.2239
C 4.586 -20.144 -4.810 -0.1857
N 3.489 -19.209 -5.096 -0.0489
C 2.389 -19.595 -5.989 -0.1913
C 1.659 -20.894 -5.560 -0.2379
O 0.397 -20.876 -6.161 -0.2015
C -0.488 -21.857 -5.548 -0.0715
H 8.076 -18.304 -5.626 0.0884
H 8.167 -20.034 -6.151 0.0831
H 7.566 -19.588 -4.563 0.0791
H 6.206 -21.286 -5.955 0.1117
H 5.046 -20.735 -6.984 0.1174
H 5.222 -19.797 -3.997 0.1113
H 4.250 -21.161 -4.605 0.1017
H 4.021 -18.714 -5.798 0.0800
H 2.687 -19.717 -7.030 0.1103
H 1.696 -18.754 -5.985 0.1154
H 1.555 -20.995 -4.480 0.1168
H 2.286 -21.682 -5.978 0.1110
H -1.519 -21.632 -5.819 0.0698
H -0.528 -21.823 -4.459 0.0535
H -0.069 -22.807 -5.879 0.0805
```

DFT total energy ... -3422.817729 Eh
SMILES ... COC[C@H](C)N.COC[C@H](C)N.COC[C@H](C)N.COC[C@H](C)N.COCCNCCOC.COCCNCCOC.OCCO.OCCO.OCCO.OCCO.OCCO.OCCO
Net charge ... 0
HOMO ... -8.608 eV
Frontier orbital gap ... 0.316 Ha